No. 1
{
  "formula": "C4H8FNS",
  "method": "wB97M-V/def2-TZVPD",
  "e_lumo_ev": 0.02,
  "total_charge": 0,
  "orbital_gap_ha": 0.3142,
  "elements": ["H", "H", "S", "H", "H", "C", "H", "H", "F", "N", "H", "C", "C", "C", "H"],
  "coordinates": [[-1.69982, -0.41215, -1.39895], [1.45845, 0.36722, 1.70003], [-0.74164, 1.63820, 0.03864], [-0.25134, -1.68687, -1.17926], [0.54668, -1.26657, 1.48017], [-0.01203, 0.12580, -0.08879], [2.29451, -1.65991, -0.23210], [0.32382, 1.96152, 1.38549], [-1.84924, -1.47066, 0.33056], [2.04242, -0.67734, 0.07510], [1.86034, 1.20923, -0.85983], [-1.00745, -0.94853, -0.65404], [1.48179, 0.21912, -0.82582], [0.96632, -0.46186, 1.03868], [1.10808, -0.35364, -1.83467]],
  "forces_ev_per_a": [[1.11, -1.11, 0.75], [-1.84, -1.35, -0.42], [1.01, 3.14, 4.22], [-2.20, 0.54, 1.10], [-0.86, -2.61, 2.14], [3.23, -1.64, 0.27], [-0.80, 1.89, 0.46], [-2.64, -0.14, -3.10], [1.10, -0.03, -0.63], [1.86, -3.05, 1.16], [0.33, 0.82, -0.41], [1.49, 1.15, -1.44], [-5.21, -3.17, -4.32], [1.37, 3.51, -1.09], [2.05, 2.06, 1.32]]
}

=====

No. 2
{
  "formula": "C4H8FP",
  "method": "wB97M-V/def2-TZVPD",
  "e_lumo_ev": 0.71,
  "total_charge": 0,
  "orbital_gap_ha": 0.3882,
  "smiles": "FPC1CCC1",
  "elements": ["C", "C", "H", "H", "H", "C", "H", "C", "H", "H", "H", "P", "F", "H"],
  "coordinates": [[-1.37552, -0.50300, 0.12008], [-0.33614, -0.08986, 1.20293], [-2.19129, 0.16670, 0.21169], [0.29107, -0.90445, 1.69473], [0.19154, -0.65511, -1.39234], [-0.38323, 0.07297, -0.97879], [2.12666, 0.45383, -1.46262], [0.49806, 0.64937, 0.13167], [-0.68421, 0.64276, 2.10380], [-1.95658, -1.42919, 0.05304], [-0.87972, 0.77779, -1.62127], [2.29839, 0.38041, -0.06695], [1.95109, -1.28737, -0.24291], [0.44989, 1.72514, 0.24694]],
  "forces_ev_per_a": [[0.59, 0.83, -0.05], [0.77, 0.23, 2.93], [-0.76, 1.17, 0.02], [-1.10, 0.75, -0.67], [1.03, -2.15, -2.00], [-2.11, 0.84, 2.28], [0.53, 0.78, -0.30], [-0.13, 1.37, 0.44], [0.51, -1.88, -2.15], [1.18, -0.52, 0.03], [0.23, 0.11, -0.64], [-1.56, -2.75, -0.47], [1.32, 0.68, 0.60], [-0.51, 0.52, -0.01]]
}

=====

No. 3
{
  "formula": "C4H8HgO3",
  "method": "wB97M-V/def2-TZVPD",
  "multiplicity": 2,
  "s_squared": 0.752,
  "e_lumo_ev": [-4.68, -6.43],
  "total_charge": 1,
  "orbital_gap_ha": [0.3178, 0.2973],
  "elements": ["H", "H", "H", "Hg", "H", "H", "C", "O", "C", "H", "H", "O", "O", "C", "H", "C"],
  "coordinates": [[-2.08630, -2.56797, 0.68809], [-1.32909, -1.63089, -0.63440], [-3.98863, -1.74480, -0.39885], [0.95479, 1.42361, -0.16628], [-3.74728, -0.45360, 0.80149], [0.55365, -1.39340, 2.63012], [0.85689, -1.31439, 1.57318], [-0.04416, -0.51026, 0.80032], [-1.96889, -1.56181, 0.25791], [-3.21417, -0.21947, -0.89258], [0.94047, -2.33842, 1.17421], [2.28430, 0.48799, 1.02520], [-1.35901, -0.70672, 1.25042], [-3.30812, -0.94666, -0.07560], [3.02562, -1.11546, 2.02070], [2.17674, -0.62618, 1.51206]],
  "forces_ev_per_a": [[0.13, 0.27, -0.04], [-0.12, 0.11, 0.44], [0.06, 0.30, 0.03], [-2.11, 2.44, -2.39], [0.12, -0.20, -0.22], [-0.04, 0.17, -0.23], [-0.20, 0.03, -0.54], [0.98, -0.81, 1.05], [-0.78, -0.47, -0.03], [-0.09, -0.10, 0.31], [-0.04, 0.20, 0.05], [2.90, -1.74, 1.85], [-0.07, -0.19, -0.45], [-0.41, -0.13, -0.34], [-0.03, 0.22, -0.30], [-0.28, -0.09, 0.80]]
}

=====

No. 4
{
  "formula": "C4H8HoO3",
  "method": "wB97M-V/def2-TZVPD",
  "multiplicity": 5,
  "s_squared": 6.013,
  "e_lumo_ev": [-15.21, -17.15],
  "total_charge": 3,
  "orbital_gap_ha": [0.2978, 0.2036],
  "elements": ["O", "C", "H", "C", "H", "O", "C", "O", "H", "H", "H", "Ho", "H", "H", "H", "C"],
  "coordinates": [[0.06871, -2.54465, -0.73412], [0.25157, 1.51597, 0.44656], [1.71393, 2.11542, 1.92739], [1.55496, 2.16027, 0.84309], [0.04005, 1.63808, -0.62242], [-0.15252, -0.65546, -0.28455], [-1.76028, -1.24482, -0.97118], [0.39674, 0.09521, 0.74594], [-0.59472, 1.85626, 1.05380], [2.37868, 1.63874, 0.34004], [-2.61774, -1.06228, -0.31656], [1.86068, -1.92915, 0.67762], [1.56071, 3.20598, 0.51214], [-1.81471, -3.44398, -0.72565], [-1.67961, -0.79112, -1.96657], [-1.20646, -2.55448, -0.92554]],
  "forces_ev_per_a": [[-3.46, -2.89, -1.12], [0.57, 1.69, -0.02], [-0.07, 0.17, -0.21], [0.18, -0.20, 0.15], [-0.03, -0.19, 0.11], [-1.47, 1.48, -1.20], [0.38, 1.59, 0.43], [-1.08, -0.90, 0.41], [-0.09, -0.21, -0.15], [0.07, 0.30, -0.07], [0.08, 0.51, 0.02], [0.68, -0.15, 0.22], [0.01, -0.18, 0.12], [0.02, -0.56, -0.92], [-0.37, 0.47, 0.14], [4.60, -0.94, 2.09]]
}

=====

No. 5
{
  "formula": "C4H8IO3PS2",
  "method": "wB97M-V/def2-TZVPD",
  "e_lumo_ev": [-0.49, 0.22],
  "total_charge": 0,
  "orbital_gap_ha": [0.2726, 0.2887],
  "elements": ["O", "C", "S", "O", "C", "H", "H", "P", "C", "H", "H", "H", "I", "C", "H", "O", "H", "S", "H"],
  "coordinates": [[0.77400, 0.99925, -2.67979], [-0.07952, -1.42430, 0.88616], [-1.65079, -0.44175, -1.15240], [0.78925, 0.48940, -0.37523], [1.28298, 0.22550, -1.64262], [-1.59584, 3.01124, 1.72934], [-1.92202, 0.46165, 1.54193], [1.68354, -2.48769, -0.81823], [-0.38288, -0.11489, 0.14868], [-0.25494, 0.85346, 2.05883], [0.68472, -1.20554, 1.64606], [-0.98942, -1.78101, 1.37796], [3.39946, -1.64730, 0.68031], [-0.94515, 0.82298, 1.21433], [-0.18333, 1.11689, -2.57095], [0.35294, -2.49363, 0.09855], [2.36365, 0.30986, -1.64779], [-1.13478, 2.52998, 0.57844], [-2.19186, 0.77591, -1.07355]],
  "forces_ev_per_a": [[0.26, -0.94, 1.01], [-0.18, 0.37, 0.56], [0.15, -0.32, 0.12], [0.04, 0.37, -0.03], [-0.15, 0.32, -0.02], [-0.19, 0.10, 0.16], [0.20, -0.06, -0.02], [-0.04, 0.51, -1.06], [-0.44, -0.22, -0.31], [0.00, -0.05, -0.04], [-0.14, 0.02, -0.10], [0.09, 0.21, -0.01], [0.30, 0.09, 0.15], [-0.01, 0.41, -0.03], [0.18, -0.28, 0.03], [-0.10, -0.32, -0.31], [-0.03, -0.16, 0.02], [0.21, -0.25, -0.15], [-0.15, 0.20, 0.03]]
}

=====

No. 6
{
  "formula": "C4H8IPS2",
  "method": "wB97M-V/def2-TZVPD",
  "e_lumo_ev": -0.12,
  "total_charge": 0,
  "orbital_gap_ha": 0.3077,
  "smiles": "C=PSCCSCI",
  "elements": ["H", "H", "C", "C", "I", "H", "H", "H", "C", "H", "S", "H", "C", "P", "S", "H"],
  "coordinates": [[-0.27643, -0.16038, -3.41769], [0.97609, 0.58495, 2.42151], [-1.61190, 1.63934, 0.06053], [0.48052, -0.26587, -2.68570], [-2.85564, -0.19714, 0.39844], [-1.91273, 1.91840, -0.96414], [-0.56064, -0.05624, 1.80922], [-1.88837, 2.47404, 0.76448], [1.12832, -1.26332, 1.22300], [1.02568, 0.63334, -2.28186], [1.89915, -1.15731, -0.45610], [0.47334, -2.12780, 1.21459], [0.45117, 0.09547, 1.58737], [0.44262, -1.68309, -1.81627], [0.26723, 1.20976, 0.18810], [1.96159, -1.64414, 1.95453]],
  "forces_ev_per_a": [[-0.25, 0.25, -1.19], [-0.29, -0.13, -0.37], [0.60, -0.51, 0.93], [0.39, 0.33, 1.67], [0.46, 1.13, -0.10], [0.73, -0.20, 0.44], [-1.37, -0.53, 1.10], [0.10, -1.26, -0.56], [1.51, -0.61, 0.23], [-0.60, -1.09, -0.92], [1.58, -0.42, 1.28], [-0.63, 0.20, -0.06], [1.15, -0.28, 0.01], [-0.57, 0.34, -0.55], [-1.47, 1.45, -0.61], [-1.35, 1.32, -1.32]]
}